(1)
25
Properties=species:S:1:pos:R:3 method="wB97M-V/def2-TZVPD" e_tot_ha=-385.683109 homo_ev=-7.8 spin_multiplicity=1 gap_ev=8.727 total_charge=0
H 0.45849 2.28209 -0.65416
H -2.76622 0.66276 -0.02828
H -0.81946 0.44746 2.30051
H 0.30812 -1.80752 -2.16456
H -1.62712 1.85197 1.58596
C 1.13156 -1.45002 0.13721
H 0.13602 1.83784 1.76275
C 2.51128 0.50866 0.67917
H 1.99646 -2.11438 0.14927
C 1.20123 -0.14579 0.36473
H -1.22727 2.17288 -1.18825
C -0.32785 1.59515 -0.94849
N -0.12846 -2.02064 -0.20445
H -2.18245 -0.88423 0.53744
C -0.62028 0.58314 0.14946
H 2.38511 1.27078 1.45718
H -1.24150 -2.19883 -1.84605
C -0.72886 1.21934 1.53111
H -0.31561 -2.85578 0.35578
C -1.96601 -0.07178 -0.15108
N -0.28192 -2.40258 -1.58542
H -0.02607 1.08483 -1.86234
H 3.27436 -0.20152 1.00879
H 2.91128 1.02528 -0.19754
H -2.05485 -0.38913 -1.18878



(2)
25
Properties=species:S:1:pos:R:3 method="wB97M-V/def2-TZVPD" e_tot_ha=-385.796186 homo_ev=-8.9 spin_multiplicity=1 smiles="[H]/N=C(/N)CCC(C)(C)C" gap_ev=9.657 total_charge=0
H 0.76183 1.04329 0.78102
H 4.51863 -0.89060 0.46100
C -1.39852 1.33660 -0.94590
H 2.51126 1.43978 -1.06834
C -1.95492 -1.05453 -0.41776
N 3.23515 0.82941 -0.68212
C -1.32150 0.23164 0.10568
H 0.81419 -0.34142 -1.50401
H -1.99672 -0.09671 2.15435
H 0.95211 -1.76616 -0.42261
H -3.10080 0.88436 1.19304
H -0.91686 2.25507 -0.59423
C 2.75061 -0.29276 -0.29128
C -2.03790 0.67745 1.38096
H -1.51486 -1.37586 -1.36668
C 1.04140 -0.68092 -0.49446
C 0.38561 0.03447 0.59863
H 3.16042 -1.92808 0.87130
H -1.86010 -1.87087 0.30560
H -1.59519 1.59101 1.79093
N 3.56688 -1.20509 0.29784
H 0.39139 -0.53790 1.52957
H -0.92349 1.04362 -1.88680
H -2.44062 1.59169 -1.18305
H -3.02800 -0.91747 -0.61268



(3)
25
Properties=species:S:1:pos:R:3 method="wB97M-V/def2-TZVPD" e_tot_ha=-385.613439 homo_ev="-6.8 / -6.8" spin_multiplicity=1 gap_ev="7.488 / 7.490" total_charge=0
H 2.40979 1.98006 0.93779
H -4.14324 1.72050 -0.06625
H -1.85556 0.35940 0.69212
H -4.11317 -1.79630 0.00753
C 2.72883 -0.75619 0.73736
H 2.15816 2.31792 -0.77998
H 1.92656 0.39292 -2.44251
N -3.18149 0.03974 0.37472
H -4.03457 -1.37103 1.72802
C 2.38561 -0.27220 -1.71213
H 2.52158 -0.43684 1.75890
C -3.49037 -1.31789 0.77079
H -5.01408 0.72851 0.99375
C 0.62889 0.19747 -0.09607
H -1.44447 -0.19817 -0.73903
H 2.34749 -1.76907 0.60916
H 3.69934 1.64141 -0.22947
C 2.07464 0.20196 -0.27476
C 2.61903 1.62805 -0.07303
H 3.46383 -0.27857 -1.87928
H 2.00552 -1.28025 -1.87338
H 3.81005 -0.77266 0.59095
H -2.55441 -1.86706 0.86848
C -0.59993 0.13659 -0.12393
N -4.34800 0.77168 0.22026



(4)
27
Properties=species:S:1:pos:R:3 method="wB97M-V/def2-TZVPD" e_tot_ha=-536.293932 homo_ev=-9.2 spin_multiplicity=1 smiles="CCN(C)C(C)=O.CC(N)=O" gap_ev=9.974 total_charge=0
H 0.44923 -0.89407 -2.61162
H -1.62010 -2.17016 -3.52468
H 2.34487 -1.20875 1.82020
H -0.22330 0.35282 3.03484
H -0.58256 2.31814 0.95667
H -2.25614 1.76398 1.39851
C -0.55323 0.43036 2.00464
C 1.27006 -1.20125 1.82711
H 0.92874 -2.02134 1.20319
C -1.41135 -0.91829 -1.72372
H -3.09260 -1.38812 -2.98000
H -2.44152 -2.72105 -2.05400
C -1.19245 1.73549 1.60042
H 2.05174 2.32638 -0.88863
C -2.16701 -1.84475 -2.63686
H 0.76149 -1.40022 2.76440
N -0.04413 -0.87414 -1.73776
H -1.18944 2.36332 2.50333
C 1.60420 0.70883 0.45548
H 0.45396 -0.92954 -0.86719
O -2.02843 -0.40762 -0.80035
N 0.77398 0.07265 1.30114
C 1.28581 2.04437 -0.16836
H 1.21779 2.89270 0.51606
H 0.37350 2.03956 -0.77277
O 2.63257 0.16992 0.03593
H -1.10254 -0.42689 1.64356



The records above give, respectively, relative energy (zero: lowest compared OMol25 entry of this formula, charge and spin) values of 4.2854 1.2084 6.1812 0.7134 eV.